1.
Formula: CH4BrN2
Source: the Open Molecules 2025 dataset
Level of theory: the ωB97M-V functional and the def2-TZVPD basis

The geometry in ORCA input format:
```
! RIJCOSX wB97M-V def2-TZVPD def2/J DEFGRID3
* xyz 1 1
C -0.3465 0.3429 -0.1053
N 1.4959 0.2739 0.3169
N -0.7977 -0.7923 -0.3902
Br -1.2113 1.9183 -0.6156
H 1.5407 -0.4750 0.9954
H 1.4633 1.2239 0.6940
H -0.3465 -1.6516 -0.0450
H -1.7978 -0.8400 -0.8502
*
```

For the molar mass, the calculation gives 124.0 g mol⁻¹. For the max |F|, the calculation gives 5.999 eV Å⁻¹. The calculation puts the total energy at -74114.839 eV. The value obtained for the energy above the lowest of the compared OMol25 structures with the same formula, charge and spin is 296.7 kJ/mol. Its HOMO-LUMO gap is 0.3869 Eh.

2.
Formula: C6H8
Source: the Open Molecules 2025 dataset
Level of theory: the ωB97M-V functional and the def2-TZVPD basis

The geometry in ORCA input format:
```
! RIJCOSX wB97M-V def2-TZVPD def2/J DEFGRID3
* xyz 0 1
C -0.9844 1.0813 -0.4516
C 0.3074 1.3592 -0.2691
C 1.1197 0.1156 -0.0883
C 0.8148 -0.5815 1.2066
C 0.0974 -1.0013 -0.0549
C -1.2143 -0.4088 -0.5528
H -1.7857 1.8120 -0.5250
H 0.7266 2.3558 -0.1715
H 2.0900 0.0082 -0.5654
H 0.3609 0.0076 1.9992
H 1.5517 -1.3040 1.5498
H 0.3482 -1.9991 -0.4023
H -2.1245 -0.7636 -0.0573
H -1.3077 -0.6814 -1.6175
*
```

For the molar mass, the calculation gives 80.1 g mol⁻¹. For the max |F|, the calculation gives 0.296 eV Å⁻¹. The calculation puts the total energy at -6350.238 eV. The value obtained for the energy above the lowest of the compared OMol25 structures with the same formula, charge and spin is 52.7 kJ/mol. Its HOMO-LUMO gap is 0.3738 Eh.

3.
Formula: C11H13BrF2NO3Si
Source: the Open Molecules 2025 dataset
Level of theory: the ωB97M-V functional and the def2-TZVPD basis

The geometry in ORCA input format:
```
! RIJCOSX wB97M-V def2-TZVPD def2/J DEFGRID3
* xyz -1 1
O -2.2514 -1.5954 3.7697
C -3.0002 -1.6114 2.8578
F -3.5525 -2.8363 2.4984
N -3.3001 -0.3879 2.0903
C -4.7050 -0.1279 2.0735
O -5.2590 0.7256 1.4688
F -5.5128 -0.9297 2.9019
Si -2.6054 -0.6977 0.4426
Br -3.1746 0.8184 -1.1246
C -0.7205 -0.6869 0.6756
C 0.1502 -1.8170 0.3506
C 1.6146 -1.6404 0.6535
C 2.1368 -0.4019 1.2565
C 1.2511 0.7562 1.5600
C -0.1740 0.5759 1.2591
H -2.9364 -2.0340 -0.0929
H -0.2563 -2.7701 -0.0763
H 2.3624 -2.4563 0.4732
H 3.2189 -0.2741 1.5218
H 1.6058 1.7017 2.0260
H -0.8608 1.4335 1.4923
C 3.2340 0.5420 -3.0975
C 1.8021 0.9622 -2.7029
C 1.8730 2.2916 -1.9218
O 1.2914 0.0201 -1.8900
H 3.8760 0.3971 -2.2220
H 3.2288 -0.3893 -3.6720
H 3.7067 1.3128 -3.7271
H 1.2798 1.1982 -3.6583
H 2.4725 2.2014 -1.0097
H 0.8741 2.6381 -1.6380
H 2.3309 3.0814 -2.5385
*
```

For the molar mass, the calculation gives 353.2 g mol⁻¹. For the max |F|, the calculation gives 3.876 eV Å⁻¹. The calculation puts the total energy at -102605.833 eV. Its HOMO-LUMO gap is 0.1835 Eh.

4.
Formula: C26H53BFNO11P
Source: the Open Molecules 2025 dataset
Level of theory: the ωB97M-V functional and the def2-TZVPD basis

The geometry in ORCA input format:
```
! RIJCOSX wB97M-V def2-TZVPD def2/J DEFGRID3
* xyz -1 1
O -1.2031 -0.0954 5.2626
C -1.0507 -0.3615 6.4101
F -1.6631 0.3870 7.3633
N -0.3586 -1.4379 6.9573
C 1.0474 -1.1779 7.4029
O 1.5731 -2.1458 7.9109
B 1.7017 0.3034 7.2521
P 2.7165 0.5809 5.6467
O 3.0343 1.9952 5.3579
O 4.0625 -0.3172 5.6436
O 1.9301 -0.0513 4.3693
H -0.8704 -1.7718 7.7655
H 0.8565 1.1671 7.2583
H 2.4518 0.4953 8.1770
H 4.4155 -0.3178 4.7406
H 1.6731 -0.9584 4.5845
C 0.3445 1.8740 1.1036
C -0.3285 1.1122 2.2420
C -0.2989 -0.3156 1.7208
O 0.8675 -0.4224 0.8932
C 1.4055 0.8804 0.6518
H 0.7674 2.8299 1.4113
H -0.3699 2.0589 0.2952
H 0.2698 1.1948 3.1451
H -1.3380 1.4527 2.4686
H -1.1814 -0.5300 1.1025
H -0.2454 -1.0573 2.5173
H 2.3228 0.9902 1.2399
H 1.6572 0.9715 -0.4074
C 0.8535 5.6118 4.9765
C 1.1544 6.9365 4.2743
C 1.4777 6.4659 2.8614
O 0.6969 5.2952 2.6371
C 0.1397 4.8379 3.8787
H 0.2484 5.7168 5.8751
H 1.7804 5.1043 5.2482
H 0.2651 7.5719 4.2664
H 1.9706 7.4985 4.7265
H 2.5388 6.2083 2.7643
H 1.2314 7.2063 2.0974
H -0.9357 5.0489 3.8714
H 0.2818 3.7612 3.9659
C -0.4463 -3.1162 -1.0012
C -1.7630 -3.7266 -0.5233
C -1.9733 -4.8407 -1.5397
O -0.6643 -5.2811 -1.9312
C 0.3158 -4.3532 -1.4564
H 0.0818 -2.5493 -0.2365
H -0.6296 -2.4524 -1.8498
H -1.6414 -4.1387 0.4811
H -2.5908 -3.0192 -0.5036
H -2.4931 -4.4653 -2.4208
H -2.5258 -5.6915 -1.1351
H 0.8617 -4.8088 -0.6229
H 1.0245 -4.1474 -2.2601
C -3.6498 -0.9276 -5.1292
C -2.7659 -1.8757 -5.9382
C -2.1584 -2.7422 -4.8418
O -3.1398 -2.8160 -3.8050
C -4.1697 -1.8540 -4.0369
H -4.4496 -0.4717 -5.7102
H -3.0453 -0.1299 -4.6928
H -3.3817 -2.4807 -6.6044
H -2.0132 -1.3683 -6.5392
H -1.2476 -2.2908 -4.4338
H -1.9199 -3.7534 -5.1733
H -5.0762 -2.3779 -4.3603
H -4.3849 -1.3359 -3.1020
C 6.1428 3.8547 2.4615
C 7.2995 3.3109 3.3022
C 6.5842 2.2680 4.1570
O 5.5205 1.7713 3.3556
C 5.3206 2.5938 2.2167
H 6.4554 4.3403 1.5372
H 5.5632 4.5707 3.0471
H 8.0436 2.8344 2.6590
H 7.8021 4.0703 3.9002
H 6.1588 2.7116 5.0627
H 7.2268 1.4361 4.4494
H 5.6674 2.0599 1.3223
H 4.2534 2.7932 2.1103
C -4.7145 -4.6054 -10.1370
C -5.3520 -3.6498 -11.1463
C -5.7102 -2.4628 -10.2591
O -4.7256 -2.4248 -9.2262
C -3.9676 -3.6345 -9.2315
H -4.0590 -5.3490 -10.5867
H -5.4892 -5.1292 -9.5738
H -4.6184 -3.3528 -11.8984
H -6.2169 -4.0660 -11.6602
H -6.6979 -2.5926 -9.8034
H -5.6989 -1.5114 -10.7916
H -2.9663 -3.4209 -9.6211
H -3.8683 -3.9982 -8.2090
*
```

For the molar mass, the calculation gives 616.5 g mol⁻¹. For the max |F|, the calculation gives 0.918 eV Å⁻¹. The calculation puts the total energy at -64519.657 eV. Its HOMO-LUMO gap is 0.2778 Eh.

5.
Formula: C25H30FN3O2
Source: the Open Molecules 2025 dataset
Level of theory: the ωB97M-V functional and the def2-TZVPD basis

The geometry in ORCA input format:
```
! RIJCOSX wB97M-V def2-TZVPD def2/J DEFGRID3
* xyz 0 1
C 2.6457 -2.4174 6.4634
C 2.1600 -1.5175 5.3331
C 3.0015 -1.7163 4.0637
O 2.8590 -3.0218 3.5563
C 2.7179 -0.6366 2.9965
C 3.6546 -0.8126 1.8007
C 3.3789 0.2437 0.7367
N 1.9983 0.1682 0.2968
C 1.7444 1.0442 -0.8382
C 0.3708 0.8768 -1.3977
C -0.6344 1.8141 -1.3601
N -1.7005 1.3039 -2.0251
C -2.9520 1.8827 -2.2518
C -3.2754 3.1482 -1.7812
C -4.5245 3.6923 -2.0269
C -5.4726 2.9763 -2.7493
O -6.7245 3.4158 -3.0468
C -7.1168 4.6905 -2.5984
C -5.1437 1.7019 -3.2201
C -3.9035 1.1626 -2.9756
N -1.4297 0.0872 -2.4931
C -0.1894 -0.2069 -2.1300
C 0.4043 -1.4791 -2.5134
C -0.0882 -2.1559 -3.6303
C 0.4578 -3.3638 -4.0184
C 1.5045 -3.9241 -3.3036
C 1.9743 -3.2458 -2.1941
F 2.9892 -3.7878 -1.4802
C 1.4479 -2.0388 -1.7808
C 1.0985 0.4181 1.4052
C 1.2799 -0.6530 2.4761
H 3.6501 -2.1344 6.7695
H 2.6702 -3.4514 6.1284
H 1.9862 -2.3426 7.3248
H 2.2142 -0.4715 5.6397
H 1.1160 -1.7530 5.1116
H 4.0623 -1.6481 4.3343
H 1.9342 -3.1578 3.3205
H 2.9113 0.3386 3.4593
H 4.6944 -0.7369 2.1230
H 3.5045 -1.8058 1.3753
H 4.0256 0.0691 -0.1276
H 3.6134 1.2471 1.1409
H 1.8833 2.1067 -0.5632
H 2.4780 0.7951 -1.6125
H -0.6390 2.7875 -0.9145
H -2.5623 3.7288 -1.2178
H -4.7420 4.6779 -1.6471
H -6.4860 5.4783 -3.0231
H -8.1397 4.8232 -2.9468
H -7.0962 4.7567 -1.5057
H -5.8867 1.1555 -3.7783
H -3.6411 0.1803 -3.3328
H -0.9024 -1.7150 -4.1829
H 0.0706 -3.8775 -4.8856
H 1.9478 -4.8649 -3.5894
H 1.8250 -1.5502 -0.8952
H 0.0732 0.3888 1.0273
H 1.2734 1.4180 1.8469
H 0.5690 -0.4689 3.2833
H 1.0601 -1.6226 2.0243
*
```

For the molar mass, the calculation gives 423.5 g mol⁻¹. For the max |F|, the calculation gives 1.051 eV Å⁻¹. The calculation puts the total energy at -37694.555 eV. The value obtained for the energy above the lowest of the compared OMol25 structures with the same formula, charge and spin is 68.7 kJ/mol. Its HOMO-LUMO gap is 0.3138 Eh.

6.
Formula: C7H15N2
Source: the Open Molecules 2025 dataset
Level of theory: the ωB97M-V functional and the def2-TZVPD basis

The geometry in ORCA input format:
```
! RIJCOSX wB97M-V def2-TZVPD def2/J DEFGRID3
* xyz -1 1
C -0.7997 0.3356 3.2386
C -1.4903 -0.5437 2.1091
C -0.7079 -0.2824 0.7662
C -1.4350 0.7827 -0.1838
N -1.1242 0.5880 -1.5746
N 0.1256 1.1339 -1.8377
C 1.0724 0.2372 -1.9949
C 0.8839 -1.1068 -2.7505
C 2.4905 0.4922 -1.3559
H 0.2952 0.2028 3.1243
H -1.1117 1.3799 3.0508
H -1.1126 -0.0609 4.2277
H -1.3720 -1.6305 2.3325
H -2.5559 -0.2538 1.9821
H 0.2999 0.1623 0.9721
H -0.5255 -1.2032 0.1668
H -2.5386 0.6101 -0.0703
H -1.2177 1.8169 0.2062
H 1.8618 -1.4330 -3.1644
H 0.1374 -1.0251 -3.5703
H 0.4731 -1.8686 -2.0450
H 2.2775 0.9520 -0.3659
H 3.0255 -0.4770 -1.2414
H 3.0486 1.1916 -2.0214
*
```

For the molar mass, the calculation gives 127.2 g mol⁻¹. For the max |F|, the calculation gives 4.452 eV Å⁻¹. The calculation puts the total energy at -10479.178 eV. Its HOMO-LUMO gap is 0.1825 Eh.